1.
{"formula": "C15H58N8O14", "method": "ωB97M-V/def2-TZVPD", "e_homo_ev": -8.2, "gap_ev": 8.33, "energy_ev": -57077.0461, "spin_multiplicity": 1, "symbols": ["C", "C", "O", "H", "H", "H", "H", "H", "H", "C", "O", "N", "N", "H", "H", "H", "H", "C", "O", "N", "N", "H", "H", "H", "H", "C", "O", "N", "N", "H", "H", "H", "H", "C", "O", "N", "N", "H", "H", "H", "H", "C", "O", "H", "H", "H", "H", "C", "O", "H", "H", "H", "H", "C", "O", "H", "H", "H", "H", "C", "O", "H", "H", "H", "H", "C", "O", "H", "H", "H", "H", "C", "O", "H", "H", "H", "H", "C", "O", "H", "H", "H", "H", "C", "O", "H", "H", "H", "H", "C", "O", "H", "H", "H", "H"], "xyz": [[-0.2822, -1.1271, -5.1148], [-0.5692, 0.0719, -4.2258], [0.4528, 1.0089, -4.5948], [-0.4282, -0.8641, -6.0878], [-1.0682, -1.8051, -4.9898], [0.7208, -1.5061, -4.9408], [-0.4502, -0.1681, -3.1698], [-1.5422, 0.5169, -4.4028], [0.5868, 1.6529, -3.8798], [-2.8972, 1.6119, -2.5328], [-1.9482, 2.5209, -3.0018], [-4.1302, 1.4779, -3.0048], [-2.6802, 0.7489, -1.6018], [-4.4382, 2.1139, -3.7968], [-4.8912, 0.8359, -2.7108], [-1.6932, 0.7129, -1.3168], [-3.3222, -0.0271, -1.4568], [-3.6002, 0.9749, 2.3532], [-3.5902, 0.2589, 1.1642], [-2.6162, 1.6019, 2.8862], [-4.6612, 1.0259, 3.0532], [-1.6692, 1.6909, 2.4762], [-2.7132, 2.0969, 3.8072], [-5.5532, 0.4869, 2.7082], [-4.8572, 1.8429, 3.6592], [0.1758, 5.0849, 0.1362], [-0.5922, 6.1489, 0.5082], [1.4718, 5.1639, -0.0208], [-0.3232, 3.9829, -0.3778], [1.8888, 6.1149, 0.0382], [2.1808, 4.3989, 0.2152], [-1.3672, 3.9619, -0.3628], [0.1478, 3.3129, -0.9648], [-0.0012, -0.2191, 0.2752], [-0.3172, 0.7439, -0.6808], [1.1538, -0.7731, 0.2492], [-0.8492, -0.5701, 1.2172], [1.7538, -0.5411, -0.5198], [1.5318, -1.3711, 0.9422], [-1.7512, -0.0811, 1.0812], [-0.9252, -1.4731, 1.7042], [-0.1832, -0.0641, 4.5992], [0.6838, -0.0211, 3.5002], [-1.1462, -0.4291, 4.3372], [-0.3692, 0.9089, 4.9922], [0.0938, -0.6701, 5.4642], [0.1208, 0.0539, 2.7252], [-0.2952, -3.0111, -2.1158], [0.2718, -3.3751, -3.3148], [-0.3892, -3.8191, -1.4408], [-1.2452, -2.4711, -2.2338], [0.3268, -2.3111, -1.6278], [-0.1832, -4.1361, -3.6788], [0.0698, -3.4481, 2.0522], [-1.3402, -3.2781, 2.0342], [0.3058, -4.4021, 2.6052], [0.4488, -2.5341, 2.5652], [0.6148, -3.5271, 1.1172], [-1.7002, -3.8971, 1.3972], [4.1418, -1.1941, 2.0592], [3.0098, -2.0521, 2.2722], [4.5558, -1.5921, 1.1482], [4.7918, -1.3631, 2.9522], [3.9038, -0.1101, 1.9222], [2.7448, -2.0371, 3.1932], [3.0528, -3.8901, -0.5798], [3.1038, -4.2961, 0.7462], [3.6168, -3.0401, -0.7808], [2.0478, -3.7771, -0.8318], [3.3568, -4.7311, -1.2278], [3.2498, -3.4501, 1.1642], [2.8608, 0.3029, -2.6698], [3.4288, -0.6511, -1.8588], [1.7858, 0.2969, -2.6028], [2.9948, 0.1589, -3.7238], [3.2518, 1.3129, -2.5018], [4.2888, -0.7941, -2.2618], [2.6368, 2.0599, 0.3572], [3.4368, 3.2069, 0.6612], [2.0818, 1.9909, -0.6108], [1.9888, 1.8799, 1.2272], [3.2668, 1.1639, 0.2572], [4.2428, 2.9359, 1.0852], [0.1778, 3.5259, 3.0202], [-0.2192, 2.5399, 2.1022], [1.2838, 3.5509, 3.0022], [-0.3652, 3.0779, 3.9292], [-0.2612, 4.4059, 2.6652], [-0.0412, 2.8089, 1.1852], [-3.2612, -2.4851, -0.6178], [-4.2742, -1.5051, -0.7538], [-3.2812, -3.2141, -1.4708], [-3.4562, -3.1671, 0.2602], [-2.2502, -2.0631, -0.4788], [-4.3162, -1.0081, 0.0612]], "forces_ev_per_a": [[0.192, 0.811, 2.198], [1.259, 0.065, -0.562], [0.355, 0.541, 0.425], [0.174, 1.173, -2.943], [-0.831, -1.753, 0.712], [-0.246, -0.274, -0.014], [-0.244, -0.120, 0.134], [-0.204, -0.074, 0.027], [-0.603, -0.155, -0.376], [3.693, 3.813, -2.313], [-4.616, -3.901, 2.169], [-3.819, 2.168, -3.935], [1.474, -1.187, 1.248], [0.845, -1.154, 1.628], [1.583, 0.622, 0.132], [-0.351, -0.298, 0.588], [0.245, 0.346, 0.101], [0.813, -3.897, -6.834], [0.658, 2.864, 5.156], [3.727, 2.091, 1.686], [-7.905, -0.797, 1.905], [-0.590, 0.265, -0.179], [-0.055, -0.986, -1.570], [2.676, 1.663, 0.791], [0.261, -1.107, -0.620], [-4.003, 6.034, 0.179], [3.350, -5.083, -1.188], [5.214, 1.013, 0.869], [-3.817, -1.796, 0.553], [-0.740, -1.202, 0.292], [-1.583, 1.436, -0.607], [1.425, -0.321, -0.339], [-0.006, 0.228, -0.139], [-2.177, 4.433, -4.302], [2.488, -3.821, 4.458], [2.676, -0.536, -1.217], [-2.418, 0.749, 0.833], [0.274, -0.018, -0.159], [0.170, -0.555, 0.873], [-0.126, -0.541, 0.242], [0.168, 0.443, -0.793], [-0.316, -0.057, 0.559], [0.854, -0.576, 0.712], [-1.025, -0.536, -0.533], [0.033, 1.130, 0.384], [0.841, -0.210, -0.385], [-0.058, 0.221, -0.403], [-1.167, 1.081, -0.116], [0.891, -0.571, -0.918], [-0.446, -1.183, 0.854], [0.024, -0.401, -0.158], [1.033, 0.828, 0.357], [-0.099, -0.019, -0.048], [0.730, -0.640, 1.689], [0.136, 0.022, -0.478], [0.097, 1.139, -0.221], [0.064, -0.964, 0.019], [-0.477, 0.082, -0.603], [-0.282, -0.046, -0.114], [-0.094, -0.159, 1.218], [-0.324, 0.593, -0.306], [0.688, 0.179, -0.232], [0.046, 0.512, -1.043], [-0.106, -0.912, 0.289], [-0.146, 0.197, 0.137], [-0.124, -3.021, -1.021], [0.623, -0.105, 0.713], [0.998, 1.570, -0.493], [-1.844, 0.879, -0.808], [0.367, 0.384, 0.162], [-0.134, -0.101, 1.374], [-0.957, 1.843, -1.272], [0.941, -0.941, 0.576], [-0.440, 0.061, 0.593], [0.391, -0.592, -0.717], [-0.124, 0.054, 0.380], [0.213, -0.450, 0.435], [0.278, -1.683, 0.529], [-0.656, 0.218, -1.097], [0.285, 1.220, 0.799], [-0.223, -0.065, -0.541], [0.122, 0.218, 0.186], [0.361, -0.172, 0.178], [-0.375, -2.405, 0.753], [0.115, -1.539, -1.352], [-0.506, 0.278, 0.879], [1.551, 1.534, -0.452], [-0.417, 1.954, 0.230], [-0.296, 0.067, 0.038], [-0.260, -1.515, 0.563], [0.125, -1.021, -0.925], [0.007, 1.123, 0.376], [0.049, 0.782, -0.451], [-0.468, -0.036, -0.210], [0.116, 0.574, 0.809]]}


2.
{"formula": "CH6N3S", "method": "ωB97M-V/def2-TZVPD", "e_homo_ev": [-13.2, -12.6], "gap_ev": [8.22, 5.26], "energy_ev": -16428.9835, "smiles": "NNC[NH+]=S", "charge": 1, "spin_multiplicity": 1, "symbols": ["N", "N", "C", "N", "S", "H", "H", "H", "H", "H", "H"], "xyz": [[1.3221, 0.2876, -1.3600], [0.5184, 0.5057, -0.2671], [-0.0320, -0.3644, 0.7608], [-1.4949, -0.3267, 0.6259], [-2.5248, -0.2413, 1.8335], [2.2561, 0.0571, -1.0580], [1.3133, 0.9784, -2.0886], [-0.2662, 1.0234, -0.6490], [0.4523, -1.2781, 0.6661], [0.1186, -0.0814, 1.8430], [-1.6631, -0.5602, -0.3068]], "forces_ev_per_a": [[0.231, -1.216, 2.779], [-0.687, 2.050, -2.561], [-1.062, 0.893, 2.382], [3.525, -0.377, -0.516], [-1.026, 0.202, 1.001], [0.412, -0.532, -0.272], [-0.495, 0.558, -0.116], [-0.174, 0.762, 0.490], [0.424, -2.176, -0.398], [0.553, 0.467, -1.210], [-1.700, -0.630, -1.579]]}


3.
{"formula": "C4H9N2O2", "method": "ωB97M-V/def2-TZVPD", "e_homo_ev": -3.9, "gap_ev": 7.81, "energy_ev": -11370.4157, "smiles": "NCCNCC(=O)[O-]", "charge": -1, "spin_multiplicity": 1, "symbols": ["N", "C", "C", "N", "C", "C", "O", "O", "H", "H", "H", "H", "H", "H", "H", "H", "H"], "xyz": [[1.8117, -1.2029, 1.8231], [1.6706, -0.4222, 0.6080], [0.2842, 0.2522, 0.4424], [0.1372, 0.7061, -0.9425], [-1.2768, 1.0234, -1.2527], [-2.2513, -0.1483, -1.0057], [-3.4093, 0.1334, -0.6333], [-1.7555, -1.2808, -1.2214], [2.0078, -0.5718, 2.5869], [0.9892, -1.7423, 2.0568], [2.4107, 0.3883, 0.6446], [1.9654, -0.9538, -0.2982], [-0.4621, -0.4730, 0.7335], [0.3522, 1.1813, 1.0098], [0.3494, -0.1057, -1.5178], [-1.3190, 1.2619, -2.3127], [-1.5043, 1.9540, -0.7209]], "forces_ev_per_a": [[0.586, -0.143, 0.128], [-0.220, 1.123, -0.207], [1.722, 0.295, -1.011], [-0.345, -0.448, -0.282], [0.920, 0.388, 0.203], [-0.283, -0.192, 0.257], [0.074, 0.138, -0.098], [0.026, -0.015, -0.061], [-0.152, -0.137, 0.163], [-0.120, 0.095, -0.163], [0.014, -0.137, 0.115], [-0.355, -0.546, 0.088], [-0.581, 0.062, 0.329], [-0.693, -0.244, 0.686], [-0.116, -0.029, -0.009], [-0.055, 0.067, -0.245], [-0.423, -0.276, 0.106]]}


| no. | molecular weight (g mol⁻¹) |
| --- | --- |
| 1 | 574.67 |
| 2 | 92.15 |
| 3 | 117.13 |